An isolated ion of composition C8H14NS and charge +1, computed with ωB97M-V/def2-TZVPD.

Structure (XYZ):
```
24
Properties=species:S:1:pos:R:3:forces:R:3
C -2.566 1.834 1.056 -2.580 2.602 1.287
C -2.052 0.780 0.393 0.341 -2.219 -2.628
C -1.906 2.178 2.195 -0.576 0.086 0.668
C -0.913 0.239 0.890 0.005 0.860 2.105
C 0.350 -0.378 -1.967 0.119 -0.080 0.767
C 1.787 0.539 -0.212 3.153 -0.685 1.463
C -0.123 -0.977 0.558 -2.022 0.790 -3.373
C 0.978 -0.700 -0.505 -0.456 -0.229 -2.276
N 1.813 -2.017 -0.622 3.071 1.036 2.395
S -0.565 1.079 2.413 -0.603 0.617 -0.603
H -3.565 2.249 0.738 1.401 -0.145 0.540
H -2.643 0.454 -0.459 0.593 -0.499 -0.160
H -2.365 2.914 2.913 1.331 -0.944 -0.579
H -0.396 0.347 -1.627 -0.068 0.044 -0.693
H 1.025 0.121 -2.717 -0.265 -0.444 1.184
H -0.168 -1.173 -2.538 0.193 -0.005 0.784
H 2.340 0.445 0.807 -0.701 0.079 -1.601
H 2.578 0.855 -1.013 -1.746 -0.630 1.369
H 1.043 1.274 -0.004 -0.210 0.968 -0.317
H 0.203 -1.405 1.430 1.393 -1.080 2.168
H -0.905 -1.668 0.153 0.853 0.106 -0.019
H 2.818 -1.798 -1.038 -2.662 -0.830 0.908
H 1.291 -2.640 -1.181 -0.458 -0.988 -1.239
H 1.941 -2.551 0.337 -0.106 1.590 -2.153
```
Forces are in eV/Å.

The energy comes out at -765.876205 Eh. Its gap between HOMO and LUMO is 8.4 eV. As for the HOMO energy: -11.98 eV. As for the charge: +1.

---

C39H42N3OPTcTe as an isolated structure, computed with ωB97M-V/def2-TZVPD.

Structure (XYZ):
```
88
Properties=species:S:1:pos:R:3:forces:R:3
Tc 1.229 0.443 -1.757 -0.145 -0.173 0.034
N 3.223 0.581 -2.531 0.548 -0.186 -0.631
C 4.076 1.580 -1.875 0.291 0.477 0.449
C 5.455 1.463 -1.835 -0.214 -0.157 -0.163
C 6.209 2.453 -1.219 -0.108 -0.022 -0.024
C 5.593 3.549 -0.639 -0.034 0.026 -0.042
C 4.212 3.660 -0.663 -0.114 -0.056 -0.003
C 3.451 2.683 -1.290 -0.351 -0.576 -0.134
P 1.636 2.762 -1.426 0.121 0.980 -0.160
C 1.272 3.709 -2.918 -0.031 -0.353 0.234
C 0.282 3.249 -3.784 0.100 -0.121 0.266
C -0.066 4.001 -4.891 -0.064 -0.001 -0.179
C 0.569 5.211 -5.129 -0.120 -0.124 0.086
C 1.562 5.663 -4.274 0.064 0.075 0.049
C 1.927 4.914 -3.171 0.057 -0.092 -0.036
C 1.116 3.732 0.003 -0.161 -0.401 -0.055
C 0.753 5.069 -0.129 0.071 -0.093 -0.203
C 0.498 5.824 1.002 -0.036 0.009 0.053
C 0.583 5.244 2.258 -0.031 -0.005 -0.049
C 0.888 3.894 2.388 -0.008 -0.126 0.028
C 1.151 3.134 1.263 0.100 0.010 -0.193
H 3.729 -0.318 -2.522 -0.227 0.277 -0.002
H 3.168 0.841 -3.528 0.092 -0.168 0.242
H 5.951 0.616 -2.286 0.061 -0.132 -0.066
H 7.283 2.362 -1.196 0.117 -0.023 0.000
H 6.187 4.317 -0.171 0.056 0.069 0.084
H 3.714 4.491 -0.188 0.014 0.142 0.082
H -0.220 2.309 -3.564 -0.136 0.023 -0.099
H -0.834 3.656 -5.565 -0.087 -0.055 -0.064
H 0.274 5.806 -5.977 0.001 0.090 -0.153
H 2.044 6.609 -4.459 0.099 0.108 -0.059
H 2.710 5.260 -2.511 0.062 0.072 0.014
H 0.675 5.523 -1.105 -0.015 0.067 -0.030
H 0.231 6.864 0.890 -0.018 0.101 0.061
H 0.403 5.838 3.140 -0.049 0.066 0.096
H 0.920 3.444 3.369 0.029 -0.048 0.076
H 1.388 2.079 1.335 0.077 -0.033 0.214
C -1.996 2.685 -0.394 -0.237 0.097 0.002
C -1.877 1.208 -0.457 -1.039 0.206 0.137
O -2.771 0.428 -0.166 0.251 0.871 -0.339
N -0.679 0.679 -0.900 1.145 -1.107 -0.073
Te -2.096 -1.900 0.791 0.525 -1.261 -0.126
C -3.168 -3.661 0.303 0.084 0.383 0.147
C -4.551 -3.430 0.435 0.204 0.080 -0.042
C -5.077 -2.057 0.724 -0.232 0.095 -0.023
C -5.405 -4.506 0.307 0.151 -0.166 0.033
C -4.930 -5.795 0.058 0.362 0.480 0.059
C -5.860 -6.944 -0.036 -0.222 -0.277 -0.202
C -3.555 -5.972 -0.111 -0.111 0.211 0.061
C -2.652 -4.928 0.018 0.053 -0.056 0.075
C -1.187 -5.173 -0.154 -0.007 -0.043 0.083
C -0.278 -2.338 1.854 -0.157 0.127 0.162
C 1.061 -2.374 1.441 -0.193 0.061 -0.030
C 1.531 -2.563 0.028 0.093 -0.065 0.027
C 2.045 -2.234 2.414 -0.158 0.056 0.026
C 1.759 -2.039 3.760 -0.295 -0.002 -0.190
C 2.847 -1.777 4.741 0.119 -0.019 0.199
C 0.422 -2.076 4.150 0.155 0.013 -0.183
C -0.593 -2.217 3.220 0.091 -0.099 -0.278
C -2.031 -2.235 3.648 0.004 0.140 0.232
H -3.048 2.956 -0.402 -0.044 -0.003 -0.010
H -1.480 3.158 -1.225 0.049 0.048 -0.069
H -1.556 3.053 0.533 0.084 -0.008 0.078
H -4.577 -1.308 0.098 -0.340 0.036 0.140
H -4.947 -1.803 1.782 -0.037 0.113 -0.075
H -6.143 -2.006 0.513 -0.015 0.051 -0.010
H -6.465 -4.353 0.426 -0.203 0.066 0.011
H -6.762 -6.784 0.551 0.025 -0.029 0.020
H -5.376 -7.866 0.276 -0.045 -0.050 0.049
H -6.167 -7.078 -1.077 -0.033 -0.021 0.004
H -3.186 -6.960 -0.334 0.141 -0.183 -0.006
H -0.952 -6.212 0.058 0.097 -0.032 -0.038
H -0.609 -4.550 0.530 0.095 -0.066 -0.058
H -0.892 -4.974 -1.186 0.120 0.000 -0.066
H 0.879 -3.214 -0.548 0.042 0.067 -0.101
H 2.523 -3.010 0.033 0.045 0.059 -0.064
H 1.619 -1.578 -0.485 0.067 -0.192 -0.060
H 3.080 -2.271 2.109 0.151 -0.025 -0.071
H 3.820 -1.750 4.258 0.069 -0.028 0.012
H 2.868 -2.534 5.522 0.014 -0.077 0.033
H 2.684 -0.820 5.236 0.000 0.064 0.039
H 0.170 -1.972 5.194 -0.072 -0.010 0.199
H -2.130 -2.662 4.645 -0.111 -0.034 -0.062
H -2.631 -2.863 2.974 -0.147 -0.100 0.345
H -2.446 -1.222 3.681 -0.084 -0.090 0.046
N -1.131 -1.648 -1.047 -0.137 -0.305 -0.173
C -0.468 -0.548 -1.275 -0.428 1.367 0.252
H -0.876 -2.481 -1.566 0.103 0.007 0.151
```
Forces are in eV/Å.

The energy comes out at -2439.988885 Eh. Its gap between HOMO and LUMO (alpha / beta) is 5.8 / 5.8 eV. As for the HOMO energy (alpha / beta): -15.97 / -15.97 eV. As for the charge: +3.